[1]
Computed, not measured: a 6-piece molecular cluster, C36H37F40NO9 overall, with the ωB97M-V functional and the def2-TZVPD basis.

Last column: Löwdin charge in e.
Positions of all 123 atoms, in Å:
C -1.23426 -0.31246 2.54417  0.0718
C -0.10996 -0.23788 1.85120  -0.0755
C 1.08928 -1.13539 2.02663  -0.4215
C 2.29345 -0.29316 2.37250  -0.0802
C 3.60720 -1.06912 2.38067  -0.1266
N 4.08711 -1.57400 3.67692  -0.0749
C 3.27410 -1.31084 4.85377  -0.2363
C 3.75073 -2.08144 6.06214  -0.0752
C 5.48676 -1.39985 3.90839  -0.4479
C 6.09488 -0.02800 3.75711  0.0089
O 6.19314 -2.35017 4.22868  0.0961
C 0.86380 -2.39841 2.80690  -0.0436
O 0.02029 -3.12252 1.86710  0.0786
C 0.42556 -2.79255 0.63376  -0.5431
O 0.11183 -3.36552 -0.39555  0.1241
O 1.25226 -1.71466 0.69914  0.0900
H -2.08859 0.23096 2.19203  0.0578
H -1.30388 -0.93709 3.41395  0.0671
H 0.00866 0.47796 1.06128  0.1217
H 2.35805 0.41644 1.55649  0.1289
H 2.09731 0.30276 3.25186  0.1259
H 4.36884 -0.44521 1.93034  0.1100
H 3.50215 -1.90035 1.69831  0.1073
H 3.33235 -0.24890 5.12718  0.1179
H 2.22311 -1.51685 4.70567  0.0965
H 3.87387 -3.12417 5.79849  0.0908
H 4.71401 -1.72918 6.39427  0.0417
H 3.07285 -1.95739 6.89208  0.0758
H 7.08416 -0.04239 4.17991  0.0822
H 5.49077 0.76452 4.18216  0.0858
H 6.20418 0.17885 2.69948  0.0767
H 0.24188 -2.24115 3.67112  0.1267
H 1.73256 -3.02007 2.96174  0.1389
C -3.74917 -0.55012 -1.15510  -0.0356
C -4.74181 -0.60067 0.02120  -0.4399
C -6.01295 -1.43724 -0.14393  -0.3054
F -6.79098 -0.97997 -1.14231  0.1012
F -6.72867 -1.36693 1.00479  0.0940
F -5.05088 0.65445 0.41186  0.1322
F -4.06220 -1.18161 1.05156  0.0926
O -3.76818 0.57928 -2.01406  0.0484
C -4.58824 0.66030 -3.11734  -0.5342
C -5.58696 1.81449 -3.00103  -0.2903
F -6.35848 1.68054 -1.90185  0.1007
F -6.39511 1.81313 -4.08519  0.1023
F -5.20251 -0.51083 -3.37896  0.1515
F -3.80040 0.94049 -4.17703  0.1491
H -2.77192 -0.48466 -0.67852  0.1416
H -3.74211 -1.48421 -1.71629  0.1494
H -5.75992 -2.48438 -0.33226  0.1737
H -5.05944 2.76539 -2.94462  0.1519
C -2.96466 7.69273 -5.09502  -0.0363
C -3.38745 6.21735 -5.20662  -0.4303
C -4.42184 5.68760 -4.21165  -0.2888
F -3.98430 5.74395 -2.94114  0.1063
F -4.66535 4.38319 -4.50682  0.0845
F -2.29489 5.43070 -5.21671  0.1456
F -3.98553 6.08734 -6.43105  0.0862
O -1.74262 7.99822 -4.44357  0.0488
C -1.65534 8.19624 -3.08406  -0.5389
C -0.75347 7.15613 -2.41134  -0.2867
F -1.20896 5.90859 -2.63428  0.1021
F -0.75151 7.37712 -1.07748  0.1010
F -2.86760 8.25950 -2.49878  0.1512
F -1.06282 9.39485 -2.89723  0.1465
H -2.78308 7.99823 -6.12410  0.1501
H -3.78119 8.32010 -4.73793  0.1484
H -5.36153 6.24118 -4.29314  0.1798
H 0.26489 7.23763 -2.79709  0.1759
C 5.95703 -3.32657 10.33249  -0.0363
C 5.76729 -2.39609 9.12071  -0.4413
C 6.76343 -1.24785 8.93850  -0.2983
F 6.72807 -0.38178 9.96821  0.1017
F 6.43746 -0.56402 7.81331  0.0890
F 4.49865 -1.93031 9.10325  0.1270
F 5.91837 -3.18515 8.02150  0.1041
O 5.15482 -3.11856 11.48565  0.0473
C 5.51428 -2.25747 12.49619  -0.5405
C 4.51048 -1.11076 12.65506  -0.2876
F 4.39812 -0.40596 11.51334  0.1019
F 4.94694 -0.27926 13.62813  0.1004
F 6.77500 -1.80295 12.35690  0.1508
F 5.47364 -2.96176 13.64850  0.1443
H 5.62947 -4.30083 9.97427  0.1492
H 7.00962 -3.44228 10.59014  0.1472
H 7.77927 -1.63622 8.82589  0.1751
H 3.52965 -1.50709 12.92617  0.1752
C 3.01532 -7.56165 -0.70814  -0.0388
C 3.37281 -7.88432 -2.16999  -0.4427
C 4.84388 -7.80341 -2.58724  -0.3083
F 5.34011 -6.55964 -2.44790  0.0998
F 4.94255 -8.14496 -3.89402  0.0953
F 2.61133 -7.14462 -3.00115  0.1391
F 3.02240 -9.18998 -2.35900  0.0996
O 2.50456 -6.27465 -0.39767  0.0553
C 3.31593 -5.20697 -0.10370  -0.5250
C 3.15451 -4.06408 -1.10648  -0.2775
F 3.44756 -4.47195 -2.35689  0.1063
F 4.02533 -3.07421 -0.78085  0.0917
F 4.60407 -5.57072 0.04976  0.1520
F 2.90354 -4.71649 1.09464  0.1378
H 2.17838 -8.22123 -0.48591  0.1481
H 3.81396 -7.85319 -0.02609  0.1460
H 5.44786 -8.50100 -1.99988  0.1718
H 2.12766 -3.68628 -1.08061  0.1431
C -5.90061 4.44987 -10.90811  -0.0395
C -5.71516 2.93948 -11.13856  -0.4430
C -6.96181 2.05045 -11.13202  -0.3086
F -7.59201 2.07655 -9.94263  0.1006
F -6.58324 0.77357 -11.37386  0.0974
F -4.79322 2.45717 -10.28067  0.1383
F -5.19772 2.81650 -12.39540  0.1005
O -5.64910 4.97928 -9.61504  0.0487
C -6.61237 5.03505 -8.63499  -0.5320
C -6.23684 4.19199 -7.41458  -0.2890
F -6.05394 2.90128 -7.75287  0.1090
F -7.24427 4.24778 -6.50787  0.0966
F -7.83559 4.72244 -9.10721  0.1505
F -6.67038 6.31957 -8.21070  0.1393
H -5.12714 4.91023 -11.52020  0.1475
H -6.84940 4.80453 -11.31032  0.1459
H -7.65801 2.36080 -11.91662  0.1721
H -5.32385 4.56687 -6.95830  0.1382

Structure (SMILES) = C=C[C@@]1(CCN(CC)C(C)=O)COC(=O)O1.FC(F)C(F)(F)COC(F)(F)C(F)F.FC(F)C(F)(F)COC(F)(F)C(F)F.FC(F)C(F)(F)COC(F)(F)C(F)F.FC(F)C(F)(F)COC(F)(F)C(F)F.FC(F)C(F)(F)COC(F)(F)C(F)F
Frontier orbital gap = 9.426 eV
Charge = 0
Energy = -6120.537798 Eh
HOMO level = -8.997 eV
F_max = 2.19 eV/Å

[2]
Computed, not measured: C36H37N3O2PdSi as an isolated structure, with the ωB97M-V functional and the def2-TZVPD basis.

Last column: Löwdin charge in e.
Positions of all 80 atoms, in Å:
Pd -0.07414 0.75007 0.00066  0.8917
C 3.47413 2.24577 0.82101  -0.0824
O 2.06865 2.26728 0.94937  -0.1445
C 1.54756 2.82840 2.07591  -0.2208
C 2.30355 3.64576 2.89881  -0.0330
C 1.73529 4.29955 3.98196  -0.0907
C 0.38959 4.13264 4.25166  -0.0965
C -0.36799 3.29384 3.46002  -0.0159
C 0.17540 2.59928 2.36352  -0.1524
N -0.64327 1.74687 1.61581  -0.0913
N -1.86714 1.69066 2.01749  0.0734
C -2.96502 1.68264 1.28113  -0.1426
C -2.96292 1.67802 -0.17686  -0.3308
O -1.90489 1.71394 -0.86042  -0.0939
C -4.23388 1.62487 -0.83253  -0.0034
C -5.40240 1.65697 -0.15039  -0.0106
C -5.43885 1.75949 1.27333  -0.1780
C -6.65245 1.91076 1.96575  -0.0414
C -6.67329 2.06277 3.32904  -0.0925
C -5.47217 2.04085 4.04721  -0.0783
C -4.27460 1.87348 3.39313  -0.0276
C -4.22571 1.74735 1.99466  -0.0994
H 3.94590 1.77770 1.68924  0.1043
H 3.88604 3.24839 0.67504  0.0938
H 3.68253 1.64743 -0.06421  0.0770
H 3.35439 3.80181 2.70029  0.1008
H 2.34491 4.94194 4.60269  0.1015
H -0.07899 4.65915 5.07247  0.1014
H -1.41158 3.13574 3.68105  0.0904
H -4.23057 1.58855 -1.91488  0.1143
H -6.34193 1.62171 -0.68912  0.1164
H -7.57719 1.91953 1.40067  0.1101
H -7.61158 2.19931 3.85055  0.0993
H -5.48924 2.16118 5.12260  0.1020
H -3.34646 1.85009 3.94596  0.0978
C 0.96310 -0.80171 0.92771  -0.2805
Si 1.57923 -1.93190 -0.41941  0.6452
C 1.70762 -0.82558 -1.97795  -0.2039
N 0.57839 0.13822 -1.96515  -0.2858
C 0.92203 1.50661 -2.46530  -0.1819
C 0.40552 1.79887 -3.87594  -0.1710
C 0.57010 0.55746 -4.74508  -0.1907
C -0.34439 -0.55382 -4.21194  -0.1658
C -0.58165 -0.41029 -2.69629  -0.1835
C 0.43653 -3.37850 -0.81973  -0.2697
C -0.69973 -3.64658 -0.05765  -0.0918
C -1.53369 -4.71254 -0.36519  -0.0838
C -1.23932 -5.53183 -1.44442  -0.0910
C -0.10325 -5.29099 -2.20568  -0.0876
C 0.72394 -4.22407 -1.89383  -0.1092
C 3.30017 -2.64047 -0.07208  -0.2365
C 4.42208 -1.81010 -0.10001  -0.1048
C 5.68773 -2.29134 0.19472  -0.0911
C 5.85699 -3.62579 0.53427  -0.0933
C 4.75545 -4.46752 0.57538  -0.0868
C 3.49262 -3.97774 0.27620  -0.0926
H 1.78990 -0.35992 1.49033  -0.0024
H 0.29627 -1.28978 1.64236  -0.0093
H 1.71555 -1.40235 -2.90783  0.0821
H 2.65327 -0.28112 -1.94147  0.0750
H 2.00711 1.61132 -2.44573  0.1140
H 0.50295 2.25387 -1.78315  0.0964
H 0.95842 2.64550 -4.28505  0.1146
H -0.65007 2.07704 -3.83557  0.1167
H 1.61587 0.23876 -4.71843  0.1078
H 0.32696 0.78034 -5.78466  0.1075
H 0.07841 -1.53231 -4.44824  0.1004
H -1.31666 -0.50170 -4.70495  0.1134
H -0.82559 -1.38330 -2.26759  0.1136
H -1.42235 0.25727 -2.51472  0.0962
H -0.93823 -3.00810 0.78501  0.0921
H -2.41278 -4.90373 0.23710  0.1022
H -1.89170 -6.35958 -1.69106  0.1004
H 0.13582 -5.93843 -3.04004  0.1010
H 1.61374 -4.04319 -2.48903  0.1059
H 4.30262 -0.76193 -0.35275  0.0800
H 6.54101 -1.62520 0.16536  0.1003
H 6.84284 -4.00698 0.76714  0.1003
H 4.87882 -5.50875 0.84552  0.1015
H 2.63664 -4.64195 0.31223  0.0983

Frontier orbital gap (alpha / beta) = 5.979 / 5.977 eV
Charge = 0
Energy = -2126.102684 Eh
HOMO level (alpha / beta) = -6.724 / -6.721 eV
F_max = 2.08 eV/Å

[3]
Computed, not measured: C36H37N7NiP2S as an isolated structure, with the ωB97M-V functional and the def2-TZVPD basis.

Last column: Löwdin charge in e.
Positions of all 84 atoms, in Å:
Ni -0.98426 -0.24350 -1.22298  0.1816
C 4.75506 -2.15472 4.61770  -0.4091
S 3.24045 -3.05388 4.23909  0.8219
C 2.97539 -2.48705 2.54492  -0.5293
C 1.69397 -3.11865 2.01955  -0.2629
C 1.23509 -2.53425 0.69175  -0.2418
N 1.06563 -1.04209 0.73118  -0.3423
P 1.15622 -0.20845 -0.79890  0.9744
C 2.12579 1.26973 -0.48853  -0.3311
C 1.95005 2.41663 -1.25752  -0.0669
C 2.79826 3.49898 -1.07789  -0.0511
C 3.82525 3.43227 -0.14678  -0.0464
C 4.01488 2.27829 0.60378  -0.0499
C 3.17018 1.19445 0.43330  -0.0981
C 2.04497 -1.15909 -2.03246  -0.3328
C 3.31905 -1.67638 -1.78532  -0.0813
C 4.01546 -2.29556 -2.80670  -0.0420
C 3.45436 -2.38786 -4.07774  -0.0402
C 2.19792 -1.86020 -4.33050  -0.0531
C 1.49024 -1.24362 -3.30866  -0.0860
P -0.60807 -0.57317 0.93782  0.9752
C -1.33848 -1.50994 2.29078  -0.3258
C -2.54133 -2.19931 2.17776  -0.0769
C -3.09096 -2.81999 3.29099  -0.0525
C -2.44435 -2.75026 4.51500  -0.0367
C -1.25171 -2.04457 4.63787  -0.0373
C -0.70544 -1.41550 3.53427  -0.0893
C -0.56635 1.12548 1.53510  -0.3537
C 0.48933 1.61479 2.30071  -0.0885
C 0.42742 2.90107 2.81092  -0.0429
C -0.68871 3.69306 2.57009  -0.0467
C -1.74806 3.20173 1.81855  -0.0585
C -1.68748 1.91943 1.29700  -0.0929
H 5.05860 -2.45158 5.61931  0.0364
H 4.58864 -1.07804 4.60544  0.0339
H 5.54856 -2.42140 3.92112  0.0388
H 3.82956 -2.76583 1.92074  0.0869
H 2.89193 -1.39681 2.54208  0.0506
H 0.91094 -3.03805 2.77005  0.0721
H 1.85082 -4.18858 1.86161  0.1266
H 0.31120 -3.02588 0.35935  0.1108
H 1.98180 -2.75831 -0.06465  0.0898
H 1.16366 2.46597 -1.99658  0.0771
H 2.66097 4.39234 -1.67233  0.1142
H 4.48576 4.27819 -0.01053  0.1173
H 4.82274 2.22432 1.32158  0.1167
H 3.30972 0.29737 1.02483  0.0897
H 3.77086 -1.58738 -0.80369  0.1109
H 5.00057 -2.70062 -2.61846  0.1199
H 4.00676 -2.86908 -4.87371  0.1200
H 1.76888 -1.92670 -5.32117  0.1166
H 0.50909 -0.82544 -3.50906  0.0871
H -3.06859 -2.24011 1.23778  0.0687
H -4.02704 -3.35495 3.20110  0.1155
H -2.87263 -3.23929 5.37988  0.1206
H -0.74578 -1.98644 5.59215  0.1226
H 0.22251 -0.86605 3.64075  0.1107
H 1.35662 0.99430 2.48948  0.0963
H 1.24870 3.28570 3.40089  0.1180
H -0.73493 4.69526 2.97480  0.1168
H -2.62101 3.81674 1.64456  0.1130
H -2.51499 1.53492 0.70875  0.0983
N -2.19824 5.49470 -4.19953  0.2051
C -2.37989 4.26062 -3.73769  -0.4596
N -3.61208 3.73993 -3.76221  0.2153
N -1.30099 3.64303 -3.26008  0.1451
C -1.29961 2.45813 -2.76093  -0.2870
N -1.12928 1.39825 -2.30873  0.1195
H -2.93621 6.02788 -4.62481  0.1304
H -1.27029 5.88187 -4.17734  0.1319
H -4.38392 4.22662 -4.18748  0.1296
H -3.77578 2.78002 -3.51893  0.0778
N -6.34661 1.46300 -3.67737  0.1963
C -5.76309 0.58415 -3.22338  -0.1537
C -4.98494 -0.42584 -2.55834  -0.1717
C -5.48759 -1.63036 -2.08245  0.0438
C -4.60641 -2.48509 -1.43794  -0.0017
C -3.29433 -2.09522 -1.24891  -0.1054
N -2.81706 -0.91534 -1.67931  0.0031
C -3.64917 -0.12586 -2.35192  -0.0620
H -6.52729 -1.89290 -2.22449  0.1426
H -4.93265 -3.45058 -1.07809  0.1299
H -2.58423 -2.75112 -0.76617  0.1107
H -3.22401 0.78169 -2.74417  0.0775

Frontier orbital gap (alpha / beta) = 6.202 / 6.188 eV
Charge = +2
Energy = -4366.086221 Eh
HOMO level (alpha / beta) = -12.366 / -12.366 eV
F_max = 0.76 eV/Å